{
  "formula": "C2H7N3O",
  "method": "the ωB97M-V functional and the def2-TZVPD basis",
  "multiplicity": 3,
  "lumo_ev": [0.89, -0.11],
  "homo_energy_ev": [-6.362, -10.314],
  "orbital_gap_ev": [7.3, 10.2],
  "max_force_ev_per_a": 9.01,
  "symbols": ["C", "C", "N", "N", "N", "O", "H", "H", "H", "H", "H", "H", "H"],
  "xyz": [[0.4934, 0.1608, -2.0088], [-0.4541, 0.2863, 1.8144], [-0.6130, -0.0446, -1.4859], [0.6786, -0.7496, 1.5909], [0.4836, -1.8939, 1.2703], [-0.3484, 1.2843, 0.8817], [1.0411, 1.1383, -1.9222], [1.2404, -0.5380, -2.2305], [-1.3124, -0.2330, 1.5792], [-0.1268, 0.6549, 2.8532], [1.5272, -0.1519, 1.8728], [-1.0129, -0.9456, -1.3304], [-0.7183, 0.8308, 0.1106]]
}

---

{
  "formula": "C4H3N3O",
  "method": "the ωB97M-V functional and the def2-TZVPD basis",
  "lumo_ev": -0.10,
  "homo_energy_ev": -7.505,
  "orbital_gap_ev": 7.4,
  "max_force_ev_per_a": 5.96,
  "symbols": ["C", "C", "C", "C", "N", "N", "N", "O", "H", "H", "H"],
  "xyz": [[1.5299, -0.7924, -1.5438], [0.0181, 0.9641, 1.2634], [0.8903, -0.2924, -0.4763], [-1.2824, -0.2105, -0.1107], [2.0039, -1.3028, -2.4745], [-1.2013, 0.5242, 0.9032], [1.0698, 0.5375, 0.5242], [-2.1746, -0.9086, -0.7368], [0.1404, 1.6237, 2.0992], [1.9856, 0.9032, 0.7645], [-2.9797, -1.0461, -0.2124]]
}

---

{
  "formula": "C17H40NOP3Tc",
  "method": "the ωB97M-V functional and the def2-TZVPD basis",
  "multiplicity": 4,
  "lumo_ev": [-14.68, -15.32],
  "homo_energy_ev": [-21.289, -21.228],
  "orbital_gap_ev": [6.6, 5.9],
  "charge": 4,
  "max_force_ev_per_a": 4.84,
  "symbols": ["Tc", "P", "P", "P", "H", "C", "C", "H", "C", "C", "C", "C", "C", "C", "C", "C", "C", "H", "H", "H", "H", "H", "H", "H", "H", "H", "H", "H", "H", "H", "H", "H", "H", "H", "H", "H", "H", "H", "H", "H", "H", "H", "H", "H", "H", "H", "C", "C", "C", "C", "C", "C", "O", "H", "H", "H", "H", "H", "H", "N", "H", "H", "H"],
  "xyz": [[0.1259, -0.9612, 0.2214], [-1.3850, -2.4639, 1.2094], [-0.7820, -0.7448, -1.9422], [-0.8332, 0.6477, 1.4820], [2.9578, -0.8649, 0.3575], [2.1470, -0.6156, 1.0627], [1.6729, -1.6278, 1.9734], [2.0378, -2.6633, 1.8718], [-1.0765, -4.2870, 1.1436], [-3.1369, -2.4792, 0.6272], [-1.6453, -2.4375, 3.0340], [0.4738, -0.3763, -3.2394], [-1.4645, -2.2728, -2.7044], [-2.2371, 0.3454, -2.1506], [-0.2592, 0.6647, 3.2277], [-2.6487, 0.8542, 1.7283], [-0.4061, 2.3524, 0.9911], [2.3228, 0.3930, 1.4594], [1.4275, -1.3155, 2.9963], [-0.0921, -4.5307, 1.5634], [-1.1643, -4.6806, 0.1244], [-1.8324, -4.7952, 1.7567], [-3.1854, -2.7354, -0.4370], [-3.6121, -1.5077, 0.8022], [-3.6928, -3.2463, 1.1857], [-0.6750, -2.4741, 3.5425], [-2.2035, -3.3355, 3.3383], [-2.2178, -1.5698, 3.3719], [0.1278, 0.4963, -3.8056], [0.5430, -1.2488, -3.9076], [1.4909, -0.1655, -2.8646], [-2.1987, -2.0153, -3.4817], [-1.9610, -2.9280, -1.9811], [-0.6634, -2.8535, -3.1815], [-2.5315, 0.3883, -3.2075], [-2.0445, 1.3570, -1.7799], [-3.0836, -0.0514, -1.5742], [-0.5239, 1.6223, 3.6899], [0.8223, 0.5386, 3.3019], [-0.7213, -0.1341, 3.8114], [-2.8503, 1.8320, 2.1872], [-3.0608, 0.0739, 2.3749], [-3.1635, 0.8147, 0.7623], [-0.4834, 3.0121, 1.8633], [-1.0588, 2.7204, 0.1900], [0.6227, 2.3907, 0.6246], [2.3668, 3.0361, -1.3506], [2.6085, 3.6505, -2.5921], [3.3263, 4.8463, -2.6609], [3.7723, 5.4753, -1.4949], [3.2953, 5.0169, -0.2694], [2.6077, 3.8027, -0.1866], [2.0920, 1.6735, -1.2289], [1.1096, 1.4488, -1.1649], [2.2192, 3.1973, -3.5024], [3.5506, 5.3157, -3.6238], [4.4563, 6.3247, -1.5184], [3.4370, 5.6003, 0.6431], [2.2221, 3.4592, 0.7604], [1.1285, -2.7444, -0.7280], [1.5986, -3.3834, -0.0723], [1.8528, -2.4826, -1.3886], [0.4786, -3.3588, -1.2408]]
}

---

{
  "formula": "C2H3FO2S",
  "method": "the ωB97M-V functional and the def2-TZVPD basis",
  "lumo_ev": -1.12,
  "homo_energy_ev": -10.377,
  "orbital_gap_ev": 9.3,
  "max_force_ev_per_a": 5.87,
  "symbols": ["C", "C", "O", "O", "F", "S", "H", "H", "H"],
  "xyz": [[0.1183, 0.5132, 0.4875], [-0.1688, -0.0923, -0.6183], [2.1661, 0.3109, -3.8488], [1.6186, 1.8594, -2.1479], [0.7838, -0.6890, -1.3950], [2.6384, 0.9451, -2.6386], [-0.5131, 0.8682, 1.1337], [1.1747, 0.4354, 0.7622], [-1.1748, -0.0505, -1.1434]]
}

---

{
  "formula": "C10H21NO2SSi",
  "method": "the ωB97M-V functional and the def2-TZVPD basis",
  "lumo_ev": 0.75,
  "homo_energy_ev": -8.915,
  "orbital_gap_ev": 9.7,
  "max_force_ev_per_a": 3.91,
  "symbols": ["C", "C", "C", "C", "O", "C", "C", "C", "N", "O", "Si", "C", "C", "C", "S", "H", "H", "H", "H", "H", "H", "H", "H", "H", "H", "H", "H", "H", "H", "H", "H", "H", "H", "H", "H", "H"],
  "xyz": [[1.1809, -3.9020, 3.5612], [1.4561, -2.5948, 2.9183], [1.2552, -2.5492, 1.4210], [-0.2416, -2.6469, 0.8754], [-0.9203, -1.4073, 1.3974], [-1.2219, -0.4014, 0.4514], [-2.6884, 0.1516, 0.5765], [-0.7938, -0.8155, -0.9322], [-0.6790, 0.1045, -1.8830], [-0.9568, 1.4211, -1.5446], [0.0116, 2.5991, -2.1206], [-0.6085, 4.1408, -1.3311], [1.7033, 2.2647, -1.5271], [-0.2050, 2.5953, -3.9814], [-0.4491, -2.6136, -0.9564], [0.2238, -4.3316, 3.2719], [1.3284, -3.9316, 4.6845], [1.8623, -4.6574, 3.1434], [2.4659, -2.3221, 3.2862], [0.9017, -1.7934, 3.4872], [1.8303, -3.3316, 0.9473], [1.7250, -1.6879, 1.0011], [-0.7673, -3.4382, 1.3472], [-0.5484, 0.3839, 0.8083], [-3.4421, -0.6526, 0.6038], [-2.9269, 0.7672, 1.4012], [-2.9455, 0.7966, -0.2666], [-1.6691, 4.5112, -1.4244], [-0.4467, 4.1305, -0.2305], [0.0600, 4.9284, -1.5776], [2.0280, 2.6722, -0.5821], [1.7029, 1.1561, -1.4933], [2.4130, 2.7469, -2.3246], [-0.0345, 1.5651, -4.3235], [-1.1535, 2.8914, -4.3153], [0.5502, 3.2505, -4.3692]]
}